(1)
Density functional theory data (wB97M-V/def2-TZVPD) for a molecular structure, C10H10Cl2O4Tm in a non-equilibrium geometry.

As for the multiplicity: 3. The value obtained for the frontier orbital gap (spin up / spin down) is 6.2 / 6.2 eV. As for the HOMO energy (spin up / spin down): -3.58 / -3.58 eV. Its charge is -1. The expectation value of S² is 2.003.

```
27
Properties=species:S:1:pos:R:3:lowdin_charge:R:1
C 1.639 -1.326 -1.273 -0.21
C 1.170 -0.305 -2.157 -0.20
C -0.218 -0.556 -2.408 -0.23
H 1.748 0.513 -2.528 0.10
C -0.612 -1.704 -1.646 -0.20
C 0.546 -2.183 -0.957 -0.18
H 0.566 -2.975 -0.244 0.10
H 2.610 -1.375 -0.835 0.08
H -0.856 0.030 -3.027 0.09
H -1.598 -2.107 -1.565 0.09
Tm -0.038 0.040 -0.118 1.03
Cl 2.110 0.643 1.081 0.15
C -0.979 1.812 1.169 -0.21
C -2.093 1.101 0.614 -0.19
C -2.052 1.263 -0.802 -0.21
H -2.765 0.479 1.159 0.10
C -0.925 2.087 -1.125 -0.20
C -0.266 2.433 0.090 -0.22
H 0.649 2.973 0.181 0.08
H -0.674 1.793 2.189 0.10
H -2.715 0.800 -1.497 0.09
H -0.596 2.353 -2.103 0.10
O 0.062 -2.064 3.726 -0.34
Cl 1.107 -1.184 3.244 0.79
O 1.265 -0.007 4.079 -0.34
O 2.358 -1.883 3.021 -0.34
O 0.556 -0.653 1.731 -0.80
```


(2)
Density functional theory data (wB97M-V/def2-TZVPD) for a molecular structure, C25H27CoN4O6 in a non-equilibrium geometry.

As for the multiplicity: 1. The value obtained for the frontier orbital gap (spin up / spin down) is 6.8 / 6.8 eV. For the energy above the lowest of the compared OMol25 structures with the same formula, charge and spin, the calculation gives 82.8 kJ/mol. As for the HOMO energy (spin up / spin down): -8.42 / -8.42 eV.

```
63
Properties=species:S:1:pos:R:3:lowdin_charge:R:1
Co 1.569 -0.497 -0.139 0.74
C -3.133 2.738 1.043 -0.08
C -2.643 1.301 0.840 -0.20
C -1.919 0.731 2.045 -0.15
C -2.680 0.513 3.189 -0.04
C -2.145 -0.091 4.309 -0.06
C -0.843 -0.559 4.266 -0.04
C -0.054 -0.389 3.139 -0.16
C 1.342 -0.954 3.158 -0.20
C 2.359 0.051 3.703 -0.08
C -0.568 0.335 2.049 -0.13
N 0.259 0.636 0.933 0.07
C 0.214 1.802 0.375 -0.05
C 0.865 2.021 -0.844 -0.31
C 0.920 3.122 -1.698 -0.02
C 1.660 2.713 -2.809 -0.07
C 2.025 1.383 -2.580 -0.12
N 1.534 0.967 -1.406 -0.02
H -3.782 3.036 0.219 0.08
H -2.303 3.446 1.096 0.07
H -3.700 2.827 1.970 0.07
H -2.030 1.245 -0.056 0.08
H -3.516 0.668 0.664 0.12
H -3.722 0.810 3.188 0.12
H -2.749 -0.229 5.197 0.11
H -0.429 -1.080 5.121 0.12
H 1.633 -1.256 2.154 0.07
H 1.342 -1.849 3.782 0.12
H 2.405 0.934 3.067 0.07
H 3.358 -0.385 3.741 0.08
H 2.079 0.356 4.713 0.08
H -0.315 2.628 0.845 0.14
H 0.470 4.085 -1.518 0.11
H 1.899 3.290 -3.687 0.10
H 2.606 0.735 -3.219 0.11
N 2.788 -1.956 -1.167 0.03
C 4.264 -1.900 -1.140 -0.20
C 4.793 -1.589 0.247 -0.10
C 4.384 -0.185 0.650 -0.60
O 5.199 0.682 0.846 0.10
O 3.088 -0.030 0.765 -0.13
H 2.457 -2.790 -0.688 0.11
H 2.461 -2.014 -2.125 0.11
H 4.588 -1.122 -1.833 0.13
H 4.692 -2.846 -1.480 0.12
H 5.879 -1.647 0.254 0.12
H 4.392 -2.296 0.980 0.13
O -1.175 -3.436 -0.229 0.09
C -0.848 -2.373 -0.703 -0.54
O 0.281 -1.780 -0.426 -0.11
C -1.747 -1.676 -1.701 -0.11
C -2.851 -2.364 -2.193 0.01
C -3.680 -1.769 -3.127 0.02
C -3.397 -0.483 -3.553 -0.14
C -2.317 0.229 -3.063 0.02
C -1.489 -0.380 -2.135 -0.01
N -4.257 0.143 -4.571 -0.35
O -3.967 1.259 -4.946 0.08
O -5.205 -0.497 -4.978 0.08
H -3.042 -3.366 -1.836 0.12
H -4.539 -2.283 -3.533 0.12
H -2.134 1.235 -3.411 0.12
H -0.628 0.147 -1.753 0.08
```


Q: Which value of multiplicity does entry 2 give?
A: 1


What did the first record say?
Density functional theory data (wB97M-V/def2-TZVPD) for a molecular structure, C10H10Cl2O4Tm in a non-equilibrium geometry.

As for the multiplicity: 3. The value obtained for the frontier orbital gap (spin up / spin down) is 6.2 / 6.2 eV. As for the HOMO energy (spin up / spin down): -3.58 / -3.58 eV. Its charge is -1. The expectation value of S² is 2.003.

```
27
Properties=species:S:1:pos:R:3:lowdin_charge:R:1
C 1.639 -1.326 -1.273 -0.21
C 1.170 -0.305 -2.157 -0.20
C -0.218 -0.556 -2.408 -0.23
H 1.748 0.513 -2.528 0.10
C -0.612 -1.704 -1.646 -0.20
C 0.546 -2.183 -0.957 -0.18
H 0.566 -2.975 -0.244 0.10
H 2.610 -1.375 -0.835 0.08
H -0.856 0.030 -3.027 0.09
H -1.598 -2.107 -1.565 0.09
Tm -0.038 0.040 -0.118 1.03
Cl 2.110 0.643 1.081 0.15
C -0.979 1.812 1.169 -0.21
C -2.093 1.101 0.614 -0.19
C -2.052 1.263 -0.802 -0.21
H -2.765 0.479 1.159 0.10
C -0.925 2.087 -1.125 -0.20
C -0.266 2.433 0.090 -0.22
H 0.649 2.973 0.181 0.08
H -0.674 1.793 2.189 0.10
H -2.715 0.800 -1.497 0.09
H -0.596 2.353 -2.103 0.10
O 0.062 -2.064 3.726 -0.34
Cl 1.107 -1.184 3.244 0.79
O 1.265 -0.007 4.079 -0.34
O 2.358 -1.883 3.021 -0.34
O 0.556 -0.653 1.731 -0.80
```


Q: Which of these has the highest multiplicity?
A: C10H10Cl2O4Tm